# 1
{"formula": "C4H4N4", "method": "ωB97M-V/def2-TZVPD", "total_energy_ev": -10167.411, "homo_energy_ev": -9.70, "lumo_energy_ev": -1.3, "de_lowest_kj_mol": 523.6, "smiles": "[H]/N=c1\\cnnccn1", "homo_lumo_gap_ev": 8.36, "species": ["H", "N", "C", "C", "N", "N", "C", "C", "N", "H", "H", "H"], "coordinates": [[0.783, 0.118, 2.720], [-0.119, -0.485, 2.276], [0.072, -0.431, 0.976], [1.281, 0.357, 0.416], [1.297, 1.054, -0.574], [0.162, 1.269, -1.293], [-0.917, 0.385, -1.357], [-1.216, -0.917, -0.838], [-0.620, -1.232, 0.255], [2.156, 0.335, 0.929], [-1.707, 0.629, -1.823], [-1.583, -1.688, -1.657]]}

---

# 2
{"formula": "C31H62O8", "method": "ωB97M-V/def2-TZVPD", "total_energy_ev": -49521.940, "homo_energy_ev": -9.10, "lumo_energy_ev": 0.6, "smiles": "CCCCCCCC[C@@H](COC)OCCCOC=O.C1CCOC1.C1CCOC1.C1CCOC1.C1CCOC1", "homo_lumo_gap_ev": 9.71, "species": ["C", "C", "C", "C", "C", "C", "C", "C", "C", "C", "O", "C", "O", "C", "C", "C", "O", "C", "O", "H", "H", "H", "H", "H", "H", "H", "H", "H", "H", "H", "H", "H", "H", "H", "H", "H", "H", "H", "H", "H", "H", "H", "H", "H", "H", "H", "H", "H", "H", "C", "C", "C", "O", "C", "H", "H", "H", "H", "H", "H", "H", "H", "C", "C", "C", "O", "C", "H", "H", "H", "H", "H", "H", "H", "H", "C", "C", "C", "O", "C", "H", "H", "H", "H", "H", "H", "H", "H", "C", "C", "C", "O", "C", "H", "H", "H", "H", "H", "H", "H", "H"], "coordinates": [[1.855, -0.295, 1.683], [2.424, -0.572, 0.171], [2.842, 0.763, -0.678], [1.859, 2.058, -0.487], [0.549, 2.096, -1.471], [-0.325, 0.711, -1.527], [-1.973, 0.969, -1.649], [-2.660, 0.478, -0.244], [-3.531, -0.907, -0.341], [-5.097, -0.619, -0.848], [-5.689, -1.898, -1.313], [-7.149, -1.906, -1.027], [-2.982, -1.928, -1.248], [-1.656, -2.404, -0.804], [-1.559, -4.038, -0.674], [-0.567, -4.759, -1.765], [0.724, -4.081, -1.968], [0.863, -3.552, -3.339], [-0.096, -2.950, -4.052], [0.667, -0.392, 1.613], [2.102, 0.768, 2.117], [2.182, -1.093, 2.488], [3.421, -1.214, 0.303], [1.686, -1.292, -0.428], [2.779, 0.459, -1.830], [3.996, 1.016, -0.503], [1.480, 2.247, 0.604], [2.512, 3.016, -0.771], [0.947, 2.426, -2.547], [-0.151, 2.994, -1.118], [-0.034, 0.149, -2.529], [-0.192, -0.003, -0.610], [-2.362, 0.321, -2.556], [-2.194, 2.098, -1.899], [-3.431, 1.334, 0.067], [-1.922, 0.374, 0.661], [-3.654, -1.405, 0.734], [-5.715, -0.122, 0.013], [-5.067, 0.087, -1.807], [-7.382, -1.787, 0.137], [-7.585, -2.944, -1.391], [-7.699, -1.054, -1.635], [-1.318, -1.959, 0.239], [-0.883, -2.050, -1.620], [-2.658, -4.494, -0.733], [-1.167, -4.299, 0.410], [-1.151, -4.972, -2.781], [-0.314, -5.836, -1.330], [1.938, -3.625, -3.833], [-3.117, -3.135, 5.345], [-4.489, -3.309, 4.746], [-4.761, -1.936, 4.172], [-3.492, -1.382, 3.798], [-2.455, -2.203, 4.353], [-2.572, -4.073, 5.476], [-3.197, -2.644, 6.322], [-4.450, -4.050, 3.939], [-5.245, -3.628, 5.467], [-5.207, -1.273, 4.922], [-5.420, -1.969, 3.300], [-1.995, -2.761, 3.530], [-1.692, -1.571, 4.815], [-2.368, 6.915, 1.096], [-1.624, 5.922, 1.951], [-1.681, 4.670, 1.103], [-1.708, 5.095, -0.266], [-1.948, 6.508, -0.300], [-2.131, 7.957, 1.325], [-3.448, 6.774, 1.217], [-0.583, 6.244, 2.073], [-2.058, 5.785, 2.944], [-2.597, 4.101, 1.295], [-0.821, 4.013, 1.268], [-1.013, 6.999, -0.592], [-2.710, 6.735, -1.050], [5.642, 5.932, 0.602], [4.720, 5.819, 1.788], [3.410, 5.434, 1.136], [3.737, 4.683, -0.042], [5.142, 4.821, -0.295], [6.700, 5.831, 0.856], [5.498, 6.902, 0.111], [5.061, 5.012, 2.447], [4.649, 6.736, 2.379], [2.847, 6.319, 0.823], [2.776, 4.831, 1.793], [5.621, 3.867, -0.049], [5.306, 5.031, -1.355], [4.332, -6.277, -3.061], [5.704, -6.041, -3.638], [5.770, -4.530, -3.689], [4.964, -4.041, -2.608], [4.200, -5.134, -2.079], [4.215, -7.257, -2.592], [3.576, -6.182, -3.850], [6.466, -6.425, -2.950], [5.857, -6.508, -4.614], [5.346, -4.145, -4.623], [6.791, -4.152, -3.587], [4.624, -5.397, -1.104], [3.162, -4.822, -1.935]]}

---

# 3
{"formula": "C20H32N2O4", "method": "ωB97M-V/def2-TZVPD", "total_energy_ev": -32430.649, "homo_energy_ev": -8.89, "lumo_energy_ev": 0.6, "de_lowest_kj_mol": 0.0, "smiles": "O=C([C@@H]1CC(=O)N(C2CCCCCCC2)C1)N1CCC2(CC1)OCCO2", "homo_lumo_gap_ev": 9.46, "species": ["O", "C", "C", "C", "C", "O", "N", "C", "C", "C", "C", "C", "C", "C", "C", "C", "N", "C", "C", "C", "C", "C", "O", "C", "C", "O", "H", "H", "H", "H", "H", "H", "H", "H", "H", "H", "H", "H", "H", "H", "H", "H", "H", "H", "H", "H", "H", "H", "H", "H", "H", "H", "H", "H", "H", "H", "H", "H"], "coordinates": [[-1.357, -2.295, 0.415], [-1.624, -1.214, -0.077], [-0.541, -0.165, -0.327], [-0.130, -0.112, -1.805], [1.380, 0.104, -1.777], [2.073, 0.429, -2.717], [1.808, -0.134, -0.525], [3.209, -0.083, -0.153], [3.661, -1.459, 0.352], [5.125, -1.788, 0.064], [6.152, -0.914, 0.786], [6.492, 0.413, 0.089], [5.954, 1.669, 0.780], [4.525, 2.064, 0.412], [3.446, 1.070, 0.843], [0.766, -0.537, 0.389], [-2.880, -0.910, -0.478], [-3.369, 0.349, -0.982], [-4.288, 1.008, 0.050], [-5.461, 0.061, 0.377], [-4.915, -1.297, 0.824], [-3.951, -1.853, -0.221], [-6.300, -0.110, -0.750], [-7.324, 0.858, -0.684], [-7.291, 1.364, 0.774], [-6.283, 0.595, 1.392], [-0.880, 0.815, 0.015], [-0.617, 0.673, -2.380], [-0.322, -1.065, -2.303], [3.723, 0.137, -1.094], [3.470, -1.544, 1.425], [3.055, -2.216, -0.151], [5.298, -1.738, -1.013], [5.285, -2.826, 0.369], [7.072, -1.498, 0.868], [5.811, -0.724, 1.805], [7.579, 0.506, 0.050], [6.141, 0.393, -0.943], [6.599, 2.509, 0.508], [6.029, 1.546, 1.863], [4.319, 3.023, 0.896], [4.455, 2.224, -0.665], [2.508, 1.624, 0.933], [3.686, 0.676, 1.831], [0.873, -0.027, 1.349], [0.787, -1.619, 0.568], [-3.952, 0.148, -1.889], [-2.551, 1.017, -1.240], [-4.673, 1.949, -0.344], [-3.747, 1.210, 0.975], [-5.751, -1.981, 0.964], [-4.409, -1.160, 1.780], [-4.494, -2.034, -1.153], [-3.501, -2.782, 0.131], [-8.266, 0.369, -0.940], [-7.134, 1.670, -1.397], [-7.048, 2.432, 0.823], [-8.225, 1.182, 1.308]]}

---

# 4
{"formula": "C26H80O34P8", "method": "ωB97M-V/def2-TZVPD", "total_energy_ev": -172203.377, "homo_energy_ev": -9.17, "lumo_energy_ev": 0.3, "de_lowest_kj_mol": 29.0, "smiles": "COP(=O)(OC)OC.COP(=O)(OC)OC.COP(=O)(OC)OC.COP(=O)(OC)OC.COP(=O)(OC)OC.COP(=O)(OC)OC.COP(=O)(OC)OC.COP(=O)(OC)OC.CO.CO", "homo_lumo_gap_ev": 9.49, "species": ["C", "O", "P", "O", "O", "C", "O", "C", "H", "H", "H", "H", "H", "H", "H", "H", "H", "C", "O", "P", "O", "O", "C", "O", "C", "H", "H", "H", "H", "H", "H", "H", "H", "H", "C", "O", "P", "O", "O", "C", "O", "C", "H", "H", "H", "H", "H", "H", "H", "H", "H", "C", "O", "P", "O", "O", "C", "O", "C", "H", "H", "H", "H", "H", "H", "H", "H", "H", "C", "O", "P", "O", "O", "C", "O", "C", "H", "H", "H", "H", "H", "H", "H", "H", "H", "C", "O", "P", "O", "O", "C", "O", "C", "H", "H", "H", "H", "H", "H", "H", "H", "H", "C", "O", "P", "O", "O", "C", "O", "C", "H", "H", "H", "H", "H", "H", "H", "H", "H", "C", "O", "P", "O", "O", "C", "O", "C", "H", "H", "H", "H", "H", "H", "H", "H", "H", "C", "O", "H", "H", "H", "H", "C", "O", "H", "H", "H", "H"], "coordinates": [[4.211, 5.657, 6.862], [2.885, 5.838, 7.374], [1.634, 5.554, 6.448], [0.358, 5.664, 7.149], [1.850, 6.550, 5.211], [1.836, 7.971, 5.349], [1.962, 4.150, 5.801], [1.093, 3.523, 4.874], [4.265, 4.767, 6.236], [4.926, 5.499, 7.667], [4.482, 6.557, 6.310], [1.030, 8.371, 4.735], [2.759, 8.355, 4.909], [1.738, 8.247, 6.397], [0.203, 4.129, 4.681], [0.673, 2.603, 5.282], [1.595, 3.320, 3.931], [0.551, 0.543, -6.118], [-0.271, 1.708, -6.311], [-0.332, 2.839, -5.186], [0.735, 2.800, -4.179], [-1.799, 2.711, -4.602], [-2.030, 1.692, -3.643], [-0.497, 4.175, -6.020], [0.647, 4.699, -6.689], [-0.134, -0.303, -6.014], [1.121, 0.573, -5.190], [1.195, 0.399, -6.980], [-2.708, 0.940, -4.051], [-2.427, 2.053, -2.695], [-1.122, 1.130, -3.406], [0.926, 5.663, -6.264], [0.376, 4.915, -7.722], [1.495, 4.016, -6.667], [-1.439, -1.980, -1.114], [-0.984, -0.650, -0.810], [0.365, -0.447, -0.001], [0.387, -1.278, 1.211], [0.347, 1.116, 0.321], [-0.714, 1.539, 1.198], [1.515, -0.659, -1.065], [1.518, 0.022, -2.305], [-2.215, -2.271, -0.413], [-0.652, -2.732, -1.024], [-1.786, -2.007, -2.144], [-1.500, 0.791, 1.303], [-1.215, 2.370, 0.699], [-0.309, 1.843, 2.160], [1.534, -0.694, -3.131], [2.391, 0.669, -2.410], [0.634, 0.646, -2.453], [4.159, 1.231, -5.326], [4.245, -0.125, -5.802], [5.544, -1.013, -5.514], [5.483, -2.325, -6.158], [6.788, -0.092, -5.887], [7.061, 0.146, -7.258], [5.701, -0.999, -3.937], [4.709, -1.578, -3.101], [4.096, 1.896, -6.186], [5.061, 1.437, -4.750], [3.292, 1.329, -4.678], [6.283, -0.223, -7.930], [8.039, -0.200, -7.584], [7.053, 1.232, -7.408], [4.315, -0.816, -2.424], [5.171, -2.323, -2.455], [3.872, -2.004, -3.656], [-7.214, -0.661, 0.232], [-6.341, 0.453, 0.246], [-4.771, 0.291, -0.018], [-4.053, 1.535, -0.284], [-4.667, -0.838, -1.143], [-4.741, -0.404, -2.502], [-4.278, -0.547, 1.249], [-4.148, 0.103, 2.515], [-7.486, -0.919, 1.256], [-6.840, -1.533, -0.304], [-8.148, -0.422, -0.281], [-4.576, 0.671, -2.612], [-5.709, -0.655, -2.929], [-3.882, -0.840, -3.014], [-4.140, 1.196, 2.481], [-3.176, -0.206, 2.899], [-4.962, -0.204, 3.171], [-0.893, -4.458, 2.373], [-0.828, -5.564, 1.458], [-2.115, -5.849, 0.571], [-2.451, -4.818, -0.419], [-1.718, -7.239, -0.094], [-2.657, -7.845, -0.961], [-3.252, -6.207, 1.614], [-2.981, -7.069, 2.719], [-0.138, -3.741, 2.065], [-0.595, -4.780, 3.377], [-1.897, -4.062, 2.532], [-3.142, -8.707, -0.493], [-2.156, -8.262, -1.835], [-3.445, -7.169, -1.298], [-3.588, -7.969, 2.669], [-3.215, -6.539, 3.644], [-1.920, -7.305, 2.797], [-3.329, -3.720, 5.879], [-4.178, -4.597, 5.135], [-5.211, -4.002, 4.091], [-6.060, -2.912, 4.577], [-4.261, -3.639, 2.864], [-4.878, -3.546, 1.568], [-5.957, -5.297, 3.551], [-7.083, -5.819, 4.240], [-2.340, -4.168, 5.954], [-3.731, -3.628, 6.889], [-3.251, -2.727, 5.439], [-5.185, -4.536, 1.232], [-4.145, -3.063, 0.936], [-5.831, -3.008, 1.533], [-6.856, -6.846, 4.553], [-7.926, -5.969, 3.566], [-7.347, -5.269, 5.140], [3.503, 4.642, -3.589], [3.844, 3.363, -3.112], [4.395, 3.039, -1.675], [4.555, 1.595, -1.469], [5.723, 3.884, -1.532], [6.480, 3.777, -0.305], [3.376, 3.777, -0.685], [1.979, 3.790, -0.958], [2.445, 4.693, -3.856], [4.020, 4.894, -4.516], [3.652, 5.462, -2.885], [5.967, 3.095, 0.374], [6.523, 4.771, 0.132], [7.480, 3.396, -0.490], [1.412, 3.575, -0.052], [1.691, 3.039, -1.694], [1.633, 4.769, -1.294], [-0.626, -1.514, 4.495], [0.519, -2.011, 3.840], [-0.442, -0.483, 4.835], [-1.478, -1.461, 3.808], [-0.844, -2.069, 5.404], [0.610, -1.529, 3.001], [3.982, -0.549, 1.237], [5.181, -0.103, 0.637], [3.128, 0.079, 0.985], [3.808, -1.590, 0.937], [4.164, -0.609, 2.312], [5.033, 0.427, -0.160]]}

---

What did the third record say?
{"formula": "C20H32N2O4", "method": "ωB97M-V/def2-TZVPD", "total_energy_ev": -32430.649, "homo_energy_ev": -8.89, "lumo_energy_ev": 0.6, "de_lowest_kj_mol": 0.0, "smiles": "O=C([C@@H]1CC(=O)N(C2CCCCCCC2)C1)N1CCC2(CC1)OCCO2", "homo_lumo_gap_ev": 9.46, "species": ["O", "C", "C", "C", "C", "O", "N", "C", "C", "C", "C", "C", "C", "C", "C", "C", "N", "C", "C", "C", "C", "C", "O", "C", "C", "O", "H", "H", "H", "H", "H", "H", "H", "H", "H", "H", "H", "H", "H", "H", "H", "H", "H", "H", "H", "H", "H", "H", "H", "H", "H", "H", "H", "H", "H", "H", "H", "H"], "coordinates": [[-1.357, -2.295, 0.415], [-1.624, -1.214, -0.077], [-0.541, -0.165, -0.327], [-0.130, -0.112, -1.805], [1.380, 0.104, -1.777], [2.073, 0.429, -2.717], [1.808, -0.134, -0.525], [3.209, -0.083, -0.153], [3.661, -1.459, 0.352], [5.125, -1.788, 0.064], [6.152, -0.914, 0.786], [6.492, 0.413, 0.089], [5.954, 1.669, 0.780], [4.525, 2.064, 0.412], [3.446, 1.070, 0.843], [0.766, -0.537, 0.389], [-2.880, -0.910, -0.478], [-3.369, 0.349, -0.982], [-4.288, 1.008, 0.050], [-5.461, 0.061, 0.377], [-4.915, -1.297, 0.824], [-3.951, -1.853, -0.221], [-6.300, -0.110, -0.750], [-7.324, 0.858, -0.684], [-7.291, 1.364, 0.774], [-6.283, 0.595, 1.392], [-0.880, 0.815, 0.015], [-0.617, 0.673, -2.380], [-0.322, -1.065, -2.303], [3.723, 0.137, -1.094], [3.470, -1.544, 1.425], [3.055, -2.216, -0.151], [5.298, -1.738, -1.013], [5.285, -2.826, 0.369], [7.072, -1.498, 0.868], [5.811, -0.724, 1.805], [7.579, 0.506, 0.050], [6.141, 0.393, -0.943], [6.599, 2.509, 0.508], [6.029, 1.546, 1.863], [4.319, 3.023, 0.896], [4.455, 2.224, -0.665], [2.508, 1.624, 0.933], [3.686, 0.676, 1.831], [0.873, -0.027, 1.349], [0.787, -1.619, 0.568], [-3.952, 0.148, -1.889], [-2.551, 1.017, -1.240], [-4.673, 1.949, -0.344], [-3.747, 1.210, 0.975], [-5.751, -1.981, 0.964], [-4.409, -1.160, 1.780], [-4.494, -2.034, -1.153], [-3.501, -2.782, 0.131], [-8.266, 0.369, -0.940], [-7.134, 1.670, -1.397], [-7.048, 2.432, 0.823], [-8.225, 1.182, 1.308]]}